[1]
Density functional theory data (ωB97M-V/def2-TZVPD) for a cluster of 3 separate species, C5H7FSi in total in a non-equilibrium geometry.

Values from the calculation:
Highest occupied orbital energy (alpha / beta) (Ha): -0.241 / -0.386
Frontier orbital gap (alpha / beta) (hartree): 0.273 / 0.297
E_LUMO (alpha / beta) (eV): 0.9 / -2.4
Energy relative to the best compared isomer or geometry (same formula, charge and spin) (eV): 0.666
Total energy (a.u.): -583.81262
Multiplicity: 3

Each line ends with the Mulliken charge.
Positions of all 14 atoms, in Å:
C  2.2466  -0.2604  1.2799  -0.452
C  1.5920  -1.2882  1.4751  -0.382
C  -1.0866  0.8089  2.8743  -0.360
C  -2.0550  0.4075  2.2801  -0.345
C  0.2202  -0.1564  -2.4234  -0.795
F  -2.2851  0.9527  -3.0300  -0.280
Si  -0.9856  1.4748  -2.0960  0.243
H  2.7010  0.5453  0.8007  0.382
H  -0.1162  1.1584  3.1094  0.355
H  1.1635  -2.1700  1.6977  0.461
H  -2.6542  -0.2686  1.7610  0.344
H  1.1109  -0.0137  -1.9103  0.267
H  -0.3454  -1.0652  -2.3246  0.264
H  0.4940  -0.1251  -3.4938  0.297



[2]
Density functional theory data (ωB97M-V/def2-TZVPD) for the molecule C5H7I in a non-equilibrium geometry.

Values from the calculation:
Highest occupied orbital energy (alpha / beta) (Ha): -0.288 / -0.350
Frontier orbital gap (alpha / beta) (hartree): 0.310 / 0.310
E_LUMO (alpha / beta) (eV): 0.6 / -1.1
Energy relative to the best compared isomer or geometry (same formula, charge and spin) (eV): 0.305
Total energy (a.u.): -492.21527
Multiplicity: 3

Each line ends with the Mulliken charge.
Positions of all 13 atoms, in Å:
C  0.9994  -0.8811  -0.2159  -0.494
C  0.2222  1.2082  -1.2947  -0.896
C  -0.0369  0.3196  -0.3033  0.902
C  1.5006  -1.4420  1.1261  -0.416
C  -1.3122  0.2452  0.5138  -1.170
I  0.7701  -0.8921  2.9489  0.141
H  0.5215  -1.7653  -0.6928  0.278
H  1.8114  -0.5370  -0.8200  0.309
H  0.9880  1.2429  -2.0723  0.309
H  -0.5979  2.0294  -1.3040  0.185
H  -1.7069  -0.8407  0.6160  0.282
H  -2.1624  0.8260  0.0167  0.363
H  -0.9969  0.4867  1.4816  0.207



[3]
Density functional theory data (ωB97M-V/def2-TZVPD) for the ion C5H7IN with charge +1 in a non-equilibrium geometry.

Values from the calculation:
Highest occupied orbital energy (Ha): -0.482
Frontier orbital gap (hartree): 0.276
E_LUMO (eV): -5.6
Energy relative to the best compared isomer or geometry (same formula, charge and spin) (eV): 3.366
Total energy (a.u.): -546.73952
Total charge: +1
SMILES string: C[C@@H]1C=[N+]1/C=C/I

Each line ends with the Mulliken charge.
Positions of all 14 atoms, in Å:
C  1.3804  -0.7443  0.2789  -1.181
C  0.6546  0.2822  -0.5123  0.017
C  0.5078  1.5199  0.2731  0.070
N  -0.6432  0.9612  -0.0696  0.030
C  -2.1448  0.6847  -0.1094  -0.167
C  -2.9841  -0.3187  -0.5129  -0.464
I  -5.0720  -0.1041  -0.1436  0.221
H  0.9740  -0.9201  1.3857  0.317
H  1.3732  -1.7580  -0.1824  0.322
H  2.3469  -0.3110  0.5141  0.366
H  0.8117  0.3650  -1.5820  0.386
H  0.9885  2.2158  0.9070  0.395
H  -2.6650  1.3784  0.5739  0.240
H  -2.8172  -1.1400  -1.1599  0.448



[4]
Density functional theory data (ωB97M-V/def2-TZVPD) for a structure of composition C5H7InO4 in a non-equilibrium geometry.

Values from the calculation:
Highest occupied orbital energy (Ha): -0.670
Frontier orbital gap (hartree): 0.219
E_LUMO (eV): -12.3
Energy relative to the best compared isomer or geometry (same formula, charge and spin) (eV): 0.000
Total energy (a.u.): -684.95920
Total charge: +2

Each line ends with the Mulliken charge.
Positions of all 17 atoms, in Å:
H  -2.7036  -1.7889  -0.7281  0.351
In  -1.5918  -2.1830  2.1270  0.970
O  -2.7976  -1.0917  1.2146  -0.387
O  -1.6213  -0.1291  -0.5408  -0.396
C  -0.5376  0.5020  0.0801  -0.419
C  0.7831  -0.1067  -0.3884  -0.441
O  -1.0003  -2.1690  0.3895  -0.395
C  -2.0743  -1.3507  0.0745  0.602
H  -0.5790  1.5668  -0.1927  0.492
H  -0.6289  0.4277  1.1781  0.154
H  1.2522  -0.7135  0.3923  0.402
H  0.6398  -0.6588  -1.3258  0.357
H  2.7632  0.5743  -1.2113  0.402
O  2.5849  2.5288  1.0898  -0.001
C  1.8366  1.0240  -0.8159  -0.648
C  2.2531  1.8725  0.2451  0.562
H  1.4213  1.6951  -1.5878  0.394